No. 1
The following is a quantum chemistry calculation of 3 unconnected molecules or ions with the total composition C24H47FN2O5S at a distorted geometry, from OMol25.

```
80
Properties=species:S:1:pos:R:3:lowdin_spin:R:1
C 0.9610 -0.1866 -0.5602 0.00
C 0.3015 -1.3096 0.4844 0.00
S -1.0583 -2.2155 -0.4470 0.00
C -0.5678 -4.0347 -0.7470 0.00
O -0.0865 -4.2412 -2.1449 0.00
C 1.4033 -4.4184 -2.1431 0.00
O 1.8344 -5.6591 -2.4088 0.00
O 2.2432 -3.2331 -1.9125 0.00
C 3.5051 -3.5614 -1.2315 0.00
C 3.3372 -4.2686 0.2400 0.00
F 3.3355 -5.7743 0.1890 0.00
H 0.6095 -0.4708 -1.6405 0.00
H 0.4676 0.8677 -0.3036 0.00
H 2.1349 -0.1627 -0.4687 0.00
H -0.0573 -0.8175 1.5017 0.00
H 1.1947 -2.0293 0.7613 0.00
H -1.4929 -4.7419 -0.4897 0.00
H 0.3272 -4.3758 -0.0508 0.00
H 4.2651 -4.1814 -1.8988 0.00
H 4.0539 -2.5195 -1.0350 0.00
H 2.3595 -3.9171 0.8276 0.00
H 4.2424 -3.9432 0.9429 0.00
C -1.0494 -1.8995 7.3602 0.00
C -0.7316 -1.4596 5.9003 0.02
C 0.2415 -0.2458 5.8821 0.01
C -0.4186 1.0745 6.2491 0.00
C -1.6361 1.3298 5.3655 0.01
C -2.6514 0.1569 5.4000 0.02
N -2.0067 -1.1860 5.1559 0.30
O -1.7156 -1.2632 3.7800 0.62
C -3.3802 0.1840 6.7727 0.00
C -3.8036 0.4529 4.3850 0.00
C 0.0671 -2.6882 5.3394 0.00
H -1.0820 -2.9920 7.4567 0.00
H -0.2932 -1.5328 8.0642 0.00
H -2.0154 -1.5775 7.7333 0.00
H 0.6845 -0.1390 4.8835 0.00
H 1.0842 -0.4242 6.5624 0.00
H -0.6961 1.0747 7.3083 0.00
H 0.3017 1.8919 6.1219 0.00
H -2.1200 2.2605 5.6880 0.00
H -1.2952 1.5065 4.3376 0.00
H -3.9947 -0.7143 6.9102 0.00
H -4.0571 1.0442 6.8450 0.00
H -2.7027 0.2858 7.6225 0.00
H -3.4413 0.6032 3.3598 0.00
H -4.3418 1.3708 4.6536 0.00
H -4.5346 -0.3636 4.3754 0.00
H -0.5646 -3.5824 5.2867 0.00
H 0.9177 -2.9236 5.9934 0.00
H 0.4854 -2.5068 4.3413 0.00
C -1.3692 1.6518 -6.1809 0.00
C -0.8759 2.9889 -5.5529 0.02
C -0.1572 3.8722 -6.6129 0.01
C 1.2447 3.3947 -6.9600 0.00
C 2.0899 3.2494 -5.6979 0.01
C 1.4225 2.3330 -4.6383 0.02
N -0.0123 2.7081 -4.3570 0.30
O 0.0102 3.8765 -3.5706 0.62
C 1.5278 0.8625 -5.1308 0.00
C 2.2987 2.3330 -3.3431 0.00
C -2.2201 3.7149 -5.1952 0.00
H -2.3611 1.3692 -5.8064 0.00
H -1.4415 1.7230 -7.2726 0.00
H -0.7523 0.7883 -5.9578 0.00
H -0.0847 4.9053 -6.2491 0.00
H -0.7542 3.9234 -7.5326 0.00
H 1.1948 2.4489 -7.5092 0.00
H 1.7203 4.1158 -7.6359 0.00
H 3.0759 2.8545 -5.9744 0.00
H 2.2705 4.2466 -5.2774 0.00
H 0.9356 0.1913 -4.4966 0.00
H 2.5638 0.5039 -5.0895 0.00
H 1.2245 0.7296 -6.1710 0.00
H 2.4464 3.3382 -2.9277 0.00
H 3.3026 1.9378 -3.5442 0.00
H 1.8487 1.7028 -2.5676 0.00
H -2.7732 3.1691 -4.4222 0.00
H -2.8679 3.7802 -6.0800 0.00
H -2.0703 4.7440 -4.8451 0.00
```

Highest occupied orbital energy (spin up / spin down) ... -8.9 / -8.9 eV
Spin multiplicity ... 3

No. 2
The following is a quantum chemistry calculation of a molecular structure, C2H8NO2PS at a distorted geometry, from OMol25.

```
15
Properties=species:S:1:pos:R:3:mulliken_charge:R:1
C -0.1427 1.0804 1.9455 -0.62
C 1.8243 0.2243 -0.9899 -0.95
N -0.6886 -1.0328 -1.1285 -0.36
O -0.6401 1.5277 -0.8893 -0.59
O 0.0730 0.0127 1.0369 -0.30
P -2.3261 -1.2348 -0.8493 -0.09
S -0.0508 0.2408 -0.5938 0.97
H -0.7047 1.9476 1.3792 0.28
H -0.6984 0.7539 2.7753 0.26
H 0.7567 1.2818 2.4490 0.29
H 2.3156 -0.7029 -0.9172 0.37
H 1.9086 0.4244 -2.0250 0.36
H 2.3025 1.0947 -0.4487 0.29
H -2.3673 -2.5058 -1.4954 0.06
H -2.7734 -0.4977 -1.9822 0.03
```

Energy above the lowest of the compared OMol25 structures with the same formula, charge and spin ... 138.7 kcal per mole
Highest occupied orbital energy ... -8.6 eV

No. 3
The following is a quantum chemistry calculation of a molecular structure, C6H7ClO at a distorted geometry, from OMol25.

```
15
Properties=species:S:1:pos:R:3:mulliken_charge:R:1
C -1.2596 -0.1320 -0.4850 0.33
C 2.8271 0.6806 0.0039 0.02
C 2.0840 0.5363 -0.9374 -0.29
C -1.0322 -1.3018 0.4255 -0.70
C -0.3333 -0.2843 1.3286 -0.06
C -0.6362 0.7890 0.2759 -0.84
O -1.8307 0.0308 -1.7409 -0.53
Cl 1.2752 0.4246 -2.4180 -0.09
H 3.1978 0.6519 1.0056 0.38
H -1.8077 0.9528 -1.8797 0.34
H -1.9835 -1.6105 0.7649 0.32
H -0.3193 -1.9455 -0.0055 0.28
H -0.6431 -0.0284 2.3969 0.31
H 0.7584 -0.5260 1.1669 0.00
H -0.2970 1.7624 0.0983 0.51
```

Energy above the lowest of the compared OMol25 structures with the same formula, charge and spin ... 114.6 kcal per mole
Highest occupied orbital energy ... -8.5 eV

No. 4
The following is a quantum chemistry calculation of a molecular structure, C16H48K3O20P at a distorted geometry, from OMol25.

```
88
Properties=species:S:1:pos:R:3:mulliken_charge:R:1
K 13.9274 -13.9142 2.5474 0.89
K 11.5717 -12.0696 9.3241 0.88
K 10.8282 -6.4636 4.5842 0.92
P 11.5378 -10.8877 5.1986 0.25
O 12.0579 -12.3180 5.7177 -0.76
O 12.3614 -9.7162 5.8766 -0.81
O 10.1213 -10.6826 5.6288 -0.61
O 11.9197 -10.7244 3.6827 -0.81
C 11.8802 -6.5672 10.1527 -0.55
C 11.8788 -6.0183 11.6489 -0.31
O 13.3118 -5.7170 12.0453 -0.52
O 12.0948 -7.9586 9.9956 -0.47
H 12.7308 -6.0291 9.7342 0.37
H 10.9822 -6.2140 9.6459 0.33
H 11.4003 -6.8014 12.2370 0.25
H 11.3173 -5.0862 11.5842 0.30
H 13.8441 -6.4293 11.6836 0.31
H 12.1871 -8.1017 9.0508 0.30
C 7.8484 -11.4707 1.2569 -0.57
C 6.8642 -10.4378 1.8784 -0.35
O 7.4934 -9.6228 2.7304 -0.47
O 8.9783 -10.7849 0.7403 -0.50
H 7.2440 -12.0627 0.5696 0.36
H 8.2093 -12.1795 2.0022 0.33
H 6.2509 -11.1215 2.4653 0.25
H 6.1922 -9.8945 1.2140 0.34
H 7.9522 -10.1634 3.3776 0.29
H 9.4419 -10.4804 1.5238 0.31
C 13.3503 -8.3989 -1.0637 -0.55
C 14.5912 -9.2884 -0.9650 -0.15
O 14.5884 -10.1865 0.1641 -0.44
O 12.9176 -7.8945 0.2079 -0.44
H 12.4772 -8.9631 -1.3915 0.29
H 13.5041 -7.6133 -1.8035 0.32
H 15.3869 -8.5448 -0.9185 0.22
H 14.7114 -9.8373 -1.8991 0.28
H 13.9112 -9.8974 0.7801 0.25
H 12.7395 -8.6357 0.7914 0.24
C 13.8117 -16.3591 7.6530 -0.57
C 15.0596 -16.0136 6.8539 -0.17
O 15.1213 -14.6218 6.6319 -0.43
O 12.5469 -16.1977 6.9761 -0.45
H 13.7647 -15.7285 8.5408 0.25
H 13.9210 -17.4211 7.8728 0.34
H 14.9588 -16.5700 5.9220 0.18
H 15.9749 -16.3053 7.3689 0.32
H 14.2037 -14.3428 6.5894 0.24
H 12.4446 -15.2576 6.8106 0.31
C 10.3137 -18.0257 0.5911 -0.36
C 10.0105 -17.7669 2.0973 -0.36
O 10.7111 -16.6488 2.5603 -0.45
O 10.0134 -19.3558 0.2287 -0.53
H 11.3907 -17.9164 0.4631 0.25
H 9.7130 -17.2790 0.0719 0.29
H 10.4855 -18.5393 2.7022 0.29
H 8.9270 -17.8404 2.1905 0.28
H 10.3267 -16.3617 3.3918 0.29
H 9.1515 -19.4123 -0.1903 0.32
C 17.2043 -8.6314 7.1270 -0.31
C 16.8895 -7.3599 6.3140 -0.48
O 16.0217 -7.6756 5.2079 -0.44
O 16.0696 -8.9957 7.7780 -0.43
H 17.9485 -8.7176 7.9188 0.35
H 17.7308 -9.3350 6.4821 0.22
H 17.7994 -6.8591 5.9833 0.33
H 16.3968 -6.6362 6.9633 0.24
H 15.2224 -8.0328 5.6017 0.28
H 15.4406 -8.9747 7.0530 0.26
C 6.7509 -8.0181 8.6214 -0.52
C 5.3148 -8.1212 8.5058 -0.26
O 5.0126 -9.3203 7.8487 -0.51
O 7.4384 -7.6244 7.4248 -0.49
H 7.4061 -8.7056 9.1563 0.32
H 7.1020 -7.3359 9.3956 0.33
H 4.8680 -7.3344 7.8981 0.24
H 4.8822 -8.1445 9.5060 0.28
H 5.3623 -9.2751 6.9558 0.30
H 7.8154 -8.4867 7.2355 0.33
C 6.8010 -14.6519 7.2421 -0.29
C 6.5526 -16.0375 8.0384 -0.50
O 7.2919 -17.1916 7.6392 -0.52
O 7.6730 -13.7842 8.0287 -0.52
H 5.8888 -14.0740 7.0939 0.29
H 7.1818 -14.7830 6.2293 0.32
H 5.4825 -16.2244 8.1277 0.36
H 6.6764 -15.7566 9.0843 0.27
H 8.1966 -17.1344 7.9553 0.31
H 7.9264 -13.0764 7.4317 0.29
```

Energy above the lowest of the compared OMol25 structures with the same formula, charge and spin ... 362.2 kcal per mole
Highest occupied orbital energy ... -4.4 eV

No. 5
The following is a quantum chemistry calculation of C3H7NO2 in the gas phase at a distorted geometry, from OMol25.

```
13
Properties=species:S:1:pos:R:3:mulliken_charge:R:1
O 0.2606 -1.1116 1.4446 -0.58
C 0.4711 0.2590 1.2570 -0.35
C 0.9681 0.5558 -0.1674 -0.43
O -0.0254 0.8753 -1.1853 -0.36
C -1.2716 0.4526 -1.0360 0.12
N -1.6047 -0.3624 -0.1296 -0.60
H -0.4843 -1.2655 0.8172 0.44
H -0.4318 0.8519 1.4638 0.27
H 1.2224 0.5869 1.9808 0.37
H 1.6338 1.4217 -0.1914 0.29
H 1.5070 -0.3277 -0.5204 0.29
H -1.9217 0.8964 -1.7963 0.39
H -2.5217 -0.3043 0.2471 0.15
```

Energy above the lowest of the compared OMol25 structures with the same formula, charge and spin ... 51.8 kcal per mole
Highest occupied orbital energy ... -9.7 eV

No. 6
The following is a quantum chemistry calculation of C17H29NO2 in the gas phase at a distorted geometry, from OMol25.

```
49
Properties=species:S:1:pos:R:3:mulliken_charge:R:1
C -3.7846 -2.1401 1.0445 -1.26
C -3.9579 -0.8782 0.2825 -0.02
N -5.0983 -0.5928 -0.2833 -0.85
O -4.9479 0.5806 -0.9380 -0.20
C -3.6911 1.0354 -0.7701 0.10
C -2.9961 0.1501 0.0147 -0.22
C -1.5682 0.1427 0.5232 2.74
C -0.7815 -0.8899 -0.3256 -1.52
H -0.3308 -0.3604 -1.1648 0.32
H -1.4905 -1.6069 -0.7453 0.91
C 0.2714 -1.6746 0.4571 -0.08
H 0.9116 -0.9881 1.0041 0.00
H -0.2448 -2.2873 1.1967 0.48
C 1.1231 -2.5822 -0.4354 -1.31
C 2.1495 -1.8328 -1.2912 -0.69
H 1.6354 -1.0440 -1.8435 0.27
C 3.2955 -1.2323 -0.4641 -0.52
H 2.9421 -1.0731 0.5520 0.25
C 3.8263 0.0974 -1.0235 -1.02
C 4.0695 1.1779 0.0385 -1.00
H 4.3537 2.0956 -0.4826 0.40
H 4.9151 0.8834 0.6647 0.36
C 2.8773 1.4755 0.9573 -0.96
H 2.7699 0.6687 1.6860 0.40
H 3.0981 2.3819 1.5266 0.46
C 1.5535 1.6463 0.2158 0.47
H 1.5975 2.5367 -0.4163 0.49
C 0.3649 1.7541 1.1711 -1.26
C -0.9856 1.5750 0.4622 -1.32
H -1.7197 2.2303 0.9406 0.47
H -0.8932 1.8829 -0.5777 0.38
H 0.3886 2.7315 1.6591 0.54
H 0.4506 1.0008 1.9568 0.41
H 1.4005 0.7867 -0.4284 -0.53
H 4.7669 -0.0708 -1.5524 0.48
H 3.1256 0.4917 -1.7614 0.35
H 4.1092 -1.9562 -0.3980 0.59
H 2.5565 -2.5194 -2.0367 0.51
H 1.6535 -3.2978 0.1969 0.40
H 0.4622 -3.1524 -1.0930 0.38
O -1.5588 -0.2979 1.8749 -0.69
H -2.0471 0.3448 2.4015 0.54
C -3.3875 2.3083 -1.4773 -1.21
H -4.2712 2.5993 -2.0402 0.37
H -2.5566 2.1783 -2.1675 0.32
H -3.1386 3.1035 -0.7783 0.26
H -4.7563 -2.5023 1.3677 0.47
H -3.1309 -1.9852 1.8976 0.28
H -3.3308 -2.8947 0.4024 0.24
```

Energy above the lowest of the compared OMol25 structures with the same formula, charge and spin ... 32.9 kcal per mole
Highest occupied orbital energy ... -9.2 eV